C3H6BN in the gas phase in a non-equilibrium geometry, computed with wB97M-V/def2-TZVPD.

```
11
Properties=species:S:1:pos:R:3:lowdin_charge:R:1
B 0.61110 0.69862 -0.00864 -0.148
C -0.80437 -1.17474 0.02007 -0.153
C 0.66668 -0.83633 -0.02350 -0.127
C -0.89512 1.08237 -0.00467 -0.193
N -1.63751 -0.17028 -0.03040 0.008
H 1.61982 1.33226 -0.00980 0.064
H -1.14871 -2.11011 0.27436 0.078
H 1.12533 -1.23539 -0.89814 0.100
H 1.16389 -1.18789 0.86866 0.106
H -1.00256 1.38248 1.13877 0.156
H -1.32463 1.91325 -0.63644 0.111
```

Summary:
Energy relative to the best compared isomer or geometry (same formula, charge and spin): 0.9961 eV
E_tot: -197.46086 hartree
Highest occupied orbital energy: -9.52 eV
Orbital gap: 10.18 eV
2S+1: 1